[1]
{
  "formula": "C33H35F5MoN4P2S",
  "method": "wB97M-V/def2-TZVPD",
  "symbols": ["Mo", "C", "C", "C", "C", "C", "C", "C", "C", "C", "H", "H", "H", "H", "H", "H", "H", "H", "H", "H", "H", "H", "H", "H", "H", "P", "P", "N", "N", "N", "N", "C", "C", "C", "C", "C", "C", "C", "C", "C", "C", "C", "C", "C", "C", "C", "C", "C", "C", "H", "H", "H", "H", "H", "H", "H", "H", "H", "H", "H", "H", "H", "H", "H", "H", "H", "H", "H", "H", "F", "C", "C", "F", "C", "F", "C", "S", "C", "F", "C", "F"],
  "xyz": [[-0.348831, -1.791847, -0.604033], [-0.897693, 1.308964, 3.509987], [-1.581412, 1.110881, 2.270862], [-1.166343, 1.814034, 1.102630], [0.065233, 1.056147, 0.361928], [1.428920, 1.300501, 1.062361], [1.639559, 1.629020, 2.372203], [1.167463, 2.871983, 3.028793], [-0.053258, 2.588669, 3.923779], [1.168701, -2.357843, 0.886719], [-1.697793, 1.550994, 4.214614], [-2.170192, 0.217551, 2.189802], [-0.741547, 2.828878, 1.157687], [-1.939532, 1.731015, 0.327276], [-0.386003, -0.093865, 0.512371], [0.104386, 1.282461, -0.738429], [2.297429, 1.121561, 0.391917], [2.105783, 0.927143, 3.092673], [0.885180, 3.661743, 2.293306], [1.992341, 3.163981, 3.712050], [0.252704, 2.328929, 4.946346], [-0.652927, 3.512046, 4.014913], [1.069015, -1.393880, 1.392886], [2.184489, -2.801177, 0.887341], [0.586495, -3.106975, 1.456133], [1.579829, -1.254710, -1.823689], [-1.978567, -0.387214, -1.592049], [2.946963, -0.111603, -2.156211], [2.287612, -2.437220, -2.921325], [-2.061376, 1.283591, -2.593960], [-3.648724, -0.851772, -2.321579], [0.369988, -0.383363, -2.947386], [-0.940514, -1.192721, -2.869232], [4.095299, 0.005490, -1.376659], [4.989385, 0.877425, -2.002638], [4.371543, 1.304891, -3.225522], [3.142024, 0.652314, -3.315231], [2.621387, -3.731839, -2.530723], [2.890263, -4.476264, -3.676219], [2.652824, -3.614115, -4.813890], [2.319495, -2.362705, -4.312145], [-2.546598, 2.438341, -2.008082], [-2.369033, 3.518580, -2.861942], [-1.802349, 3.007976, -4.065781], [-1.664958, 1.626752, -3.888775], [-4.511540, -0.169410, -3.193294], [-5.287132, -1.097049, -3.874908], [-4.963087, -2.391763, -3.351068], [-3.974106, -2.209396, -2.387296], [0.620905, -0.197025, -4.008502], [0.258151, 0.628211, -2.481338], [-1.525336, -1.247371, -3.804617], [-0.814890, -2.270138, -2.462903], [4.146172, -0.495662, -0.418985], [5.968029, 1.158769, -1.639057], [4.753495, 1.998333, -3.978285], [2.352565, 0.748706, -4.049551], [2.579724, -4.016417, -1.473019], [3.236136, -5.504188, -3.708098], [2.724084, -3.869466, -5.874552], [1.993433, -1.457887, -4.815147], [-2.961272, 2.472095, -1.024398], [-2.606525, 4.536618, -2.607424], [-1.531700, 3.561408, -4.950698], [-1.226830, 0.899734, -4.537913], [-4.468781, 0.920477, -3.303658], [-6.009101, -0.888820, -4.660693], [-5.374878, -3.348326, -3.662688], [-3.446544, -2.931277, -1.757691], [0.391818, -0.389876, 9.969176], [0.052283, -0.327496, 8.671168], [-0.438824, 0.870815, 8.142159], [-0.703089, 1.901433, 8.957217], [-0.669590, 0.949154, 6.780968], [-1.236521, 2.120205, 6.348898], [-0.441798, -0.174637, 5.979376], [-0.483890, -0.269817, 4.219488], [0.004846, -1.380145, 6.530534], [0.147292, -2.400519, 5.646427], [0.254666, -1.464812, 7.880853], [0.625204, -2.637177, 8.436444]],
  "forces_ev_per_a": [[3.0, -0.9, 2.6], [-0.6, 2.3, 1.8], [2.6, 0.5, 0.5], [-0.1, 0.7, -2.1], [0.6, -0.2, 0.9], [-1.0, -1.2, -1.4], [-0.1, -0.3, 0.4], [-1.1, -0.2, 0.1], [0.0, -0.8, 0.1], [-1.1, -1.1, -0.4], [-1.3, 0.0, 0.3], [-0.6, -0.2, -0.1], [-0.8, -0.3, 0.6], [0.1, 0.4, 0.3], [1.6, 2.1, -0.2], [-0.4, 0.0, 1.2], [-0.5, -1.2, 0.7], [1.4, 0.8, -1.0], [0.7, -0.5, 0.6], [-0.4, 0.3, -0.7], [0.2, 0.4, -0.6], [-0.1, -0.7, -0.1], [0.5, 0.2, 0.3], [-0.5, 0.8, -0.3], [-0.2, 0.1, -0.1], [2.8, 1.1, -4.9], [-5.5, 3.2, -6.2], [-0.6, 0.0, 1.3], [-1.3, -0.4, 1.2], [-0.1, -1.1, 1.9], [1.1, -0.3, 1.5], [0.2, 0.1, -0.1], [-0.1, 0.2, 0.5], [0.5, 0.9, -0.4], [-1.2, -0.7, 0.1], [-1.0, -0.9, 0.1], [0.4, 0.8, 0.5], [0.0, -0.8, -0.8], [-0.4, 0.9, 0.5], [0.1, 0.7, 0.9], [-0.3, -0.9, -0.3], [0.6, 1.2, -0.4], [0.0, -1.2, 0.4], [-0.2, -1.6, 0.8], [0.4, 0.9, 0.3], [0.3, 0.2, -0.8], [0.7, 0.2, 1.0], [0.9, 0.3, 0.7], [-0.4, -0.2, -0.7], [0.2, -0.3, 0.7], [0.0, -0.8, -0.6], [0.3, -0.4, 0.5], [0.1, 0.0, -1.3], [0.2, 0.0, -0.2], [-0.2, -0.1, 0.0], [-0.1, -0.4, 0.4], [0.4, 0.0, 0.1], [0.2, 0.1, -0.6], [-0.2, 0.3, 0.0], [0.1, 0.1, 0.6], [0.4, -0.4, 0.0], [-0.3, -0.2, 0.2], [-0.1, 0.1, -0.2], [-0.1, -0.1, 0.0], [-0.1, -0.1, -0.3], [0.0, -0.7, 0.1], [0.2, 0.1, 0.4], [0.1, 0.3, 0.2], [-0.3, 0.2, -0.3], [-0.6, 0.1, -1.0], [0.6, 0.0, 1.0], [0.1, -0.2, 0.8], [0.3, -0.7, -0.7], [-0.6, 0.1, 0.4], [0.3, -1.2, 0.1], [-0.1, 1.0, -0.3], [0.6, -1.0, -0.8], [-0.3, 0.3, -0.8], [0.1, 0.4, 1.1], [0.0, -1.0, 0.6], [-0.2, 1.3, -0.5]],
  "lowdin_spin": [1.707, 0.014, 0.056, 0.008, 0.039, -0.111, 0.083, 0.004, 0.004, -0.045, 0.002, 0.002, 0.001, 0.000, -0.004, 0.001, -0.003, -0.001, 0.000, 0.003, 0.000, 0.000, -0.004, 0.002, 0.007, -0.002, 0.104, -0.004, 0.004, 0.003, 0.020, 0.039, 0.038, 0.001, 0.000, -0.001, -0.001, 0.004, 0.000, 0.001, 0.000, 0.000, 0.000, 0.000, 0.001, 0.002, 0.002, 0.000, 0.007, 0.009, 0.001, 0.002, 0.020, 0.000, 0.000, 0.000, 0.000, 0.001, 0.000, 0.000, 0.000, 0.000, 0.000, 0.000, 0.000, 0.000, 0.001, 0.000, 0.005, -0.001, -0.002, 0.000, 0.000, -0.001, 0.000, 0.000, -0.015, -0.002, 0.000, 0.000, 0.000],
  "relative_energy_ev": 6.609,
  "charge": 2,
  "s2": 2.105,
  "homo_energy_ha": [-0.477, -0.477],
  "multiplicity": 3
}



[2]
{
  "formula": "C11H22BBrClO2",
  "method": "wB97M-V/def2-TZVPD",
  "symbols": ["C", "C", "C", "Cl", "B", "Br", "C", "C", "C", "C", "C", "C", "O", "C", "C", "O", "H", "H", "H", "H", "H", "H", "H", "H", "H", "H", "H", "H", "H", "H", "H", "H", "H", "H", "H", "H", "H", "H"],
  "xyz": [[-0.916051, 0.437904, -3.581272], [-1.561460, 0.034680, -2.259931], [-1.064711, -1.273258, -1.623492], [-0.999053, -2.537521, -2.937376], [0.290811, -1.216637, -0.669518], [1.394065, 0.553310, -0.991714], [1.350417, -2.426169, -0.941508], [0.835885, -3.821142, -0.525390], [-0.111743, -1.152478, 0.907903], [-1.188886, -0.109328, 1.287573], [-0.733359, 0.908164, 2.353398], [-0.828552, 2.345679, 1.860628], [0.049509, 3.243984, 2.585504], [1.191567, 3.574675, 1.897118], [2.316474, 2.588719, 1.975183], [1.278487, 4.650624, 1.318606], [-1.241872, 1.452703, -3.821046], [-1.247433, -0.192472, -4.398689], [0.165751, 0.456162, -3.524513], [-1.450308, 0.860152, -1.564714], [-2.633796, -0.068802, -2.455576], [-1.871583, -1.623589, -0.983521], [1.701750, -2.430803, -1.970581], [2.227596, -2.192235, -0.333284], [1.317738, -4.147976, 0.393813], [-0.230276, -3.781630, -0.299187], [0.960019, -4.575122, -1.297025], [0.800501, -0.887219, 1.445334], [-0.419077, -2.121410, 1.301508], [-1.556290, 0.435642, 0.421702], [-2.053739, -0.635104, 1.693100], [-1.373233, 0.824121, 3.231722], [0.271151, 0.679808, 2.690664], [-0.606255, 2.433584, 0.799384], [-1.835821, 2.706142, 2.038707], [1.993404, 1.614596, 1.616860], [2.642062, 2.469472, 3.005664], [3.136312, 2.922776, 1.353966]],
  "forces_ev_per_a": [[-0.2, 0.4, 0.1], [-0.3, -0.4, -0.5], [0.3, 0.8, 0.2], [-0.1, -0.2, -0.1], [-0.1, -1.1, -0.1], [0.2, 0.5, -0.1], [0.0, 0.2, 0.4], [-0.3, 0.4, 0.1], [0.0, 0.6, -0.2], [0.0, -0.2, 0.5], [-0.4, 0.0, -0.1], [0.3, -0.1, 0.2], [0.2, 0.1, -0.2], [0.1, 1.8, -0.7], [-0.1, -0.1, -0.1], [-0.2, -1.7, 1.0], [0.0, 0.1, 0.0], [0.1, -0.2, -0.1], [0.2, -0.1, 0.0], [0.1, 0.0, 0.3], [-0.1, 0.0, 0.0], [-0.1, -0.2, 0.0], [0.0, 0.0, -0.2], [0.2, 0.0, 0.0], [0.1, -0.2, 0.0], [-0.1, -0.1, -0.1], [0.1, -0.1, -0.1], [0.2, -0.1, 0.1], [0.0, -0.2, -0.1], [0.0, 0.0, -0.2], [-0.2, 0.0, -0.1], [0.0, 0.0, 0.2], [0.2, 0.1, -0.1], [0.0, -0.1, -0.2], [-0.1, 0.2, -0.1], [-0.1, -0.1, -0.1], [0.0, 0.1, 0.2], [0.1, 0.1, -0.1]],
  "mulliken_charge": [-1.357, -0.428, -0.006, -0.286, 0.276, -0.421, -0.698, -1.030, -1.039, -0.277, -0.609, -0.680, -0.393, 0.757, -0.484, -0.586, 0.396, 0.357, 0.290, 0.044, 0.492, 0.295, 0.320, 0.271, 0.301, 0.244, 0.244, 0.343, 0.429, 0.031, 0.410, 0.195, 0.403, 0.436, 0.358, -0.164, 0.296, 0.268],
  "charge": -1,
  "homo_energy_ha": -0.201
}



[3]
{
  "formula": "C21H31AsNNiPS4",
  "method": "wB97M-V/def2-TZVPD",
  "symbols": ["Ni", "N", "C", "C", "C", "C", "C", "C", "C", "C", "C", "C", "C", "C", "H", "H", "H", "H", "H", "H", "H", "H", "H", "H", "S", "As", "S", "S", "S", "C", "C", "C", "P", "C", "C", "C", "C", "C", "C", "H", "H", "H", "H", "H", "H", "H", "H", "H", "H", "H", "H", "H", "H", "H", "H", "H", "H", "H", "H", "H"],
  "xyz": [[1.386158, 0.478407, 1.342138], [-0.234371, -1.575485, 2.205540], [-1.506406, -1.518921, 1.710448], [-2.129230, -2.698464, 1.261517], [-3.359762, -2.683915, 0.633430], [-4.015546, -1.475804, 0.434046], [-3.412255, -0.308346, 0.883772], [-2.173587, -0.281378, 1.528923], [-1.613342, 1.041971, 1.955358], [-2.555013, 1.952364, 2.466039], [-2.224981, 3.257062, 2.776185], [-0.911614, 3.670205, 2.585009], [0.029164, 2.764766, 2.131250], [-0.257241, 1.421485, 1.802418], [0.111986, -2.499306, 2.427122], [0.089736, -0.893732, 2.889860], [-1.604064, -3.636940, 1.410384], [-3.799259, -3.614954, 0.293885], [-4.971479, -1.435216, -0.074322], [-3.904421, 0.638915, 0.695844], [-3.570053, 1.611234, 2.640145], [-2.970001, 3.933882, 3.180096], [-0.616848, 4.686991, 2.826142], [1.059041, 3.093134, 2.040063], [5.414260, -0.066121, 4.044198], [3.667174, -0.723155, 3.070428], [1.904464, 0.607010, 3.551036], [3.508905, -0.114405, 0.919235], [3.150272, -2.763322, 3.285593], [2.547349, 1.876192, -2.061010], [2.033444, 0.443467, -2.231358], [3.204934, -0.527633, -2.400285], [0.843449, 0.068652, -0.837131], [-0.711530, 0.915093, -1.469968], [-1.094188, 0.769262, -2.947413], [-0.743590, 2.421647, -1.155167], [0.431759, -1.751815, -1.029126], [0.131503, -2.304526, -2.427702], [1.451806, -2.673351, -0.339564], [3.266465, 2.115202, -2.851382], [3.053614, 1.972550, -1.097244], [1.743971, 2.612206, -2.100890], [1.437347, 0.379494, -3.145900], [3.776808, -0.641728, -1.482334], [3.871658, -0.142578, -3.180200], [2.870116, -1.517426, -2.711772], [-1.484399, 0.425248, -0.871250], [-0.384190, 1.299628, -3.587604], [-2.070815, 1.239599, -3.104415], [-1.160588, -0.253258, -3.296845], [-0.414829, 2.999044, -2.024299], [-0.121989, 2.691877, -0.308313], [-1.765169, 2.735860, -0.922940], [-0.494271, -1.821166, -0.456534], [0.876201, -2.007427, -3.169704], [-0.851071, -2.018198, -2.792659], [0.144108, -3.397643, -2.378430], [2.301309, -2.883545, -0.994304], [0.967328, -3.631775, -0.121773], [1.851755, -2.260896, 0.581735]],
  "forces_ev_per_a": [[-0.2, 0.3, -0.5], [-0.2, -0.5, 0.6], [0.0, 0.2, -0.1], [0.1, 0.0, 0.1], [0.0, 0.1, 0.0], [0.0, 0.0, 0.0], [0.1, 0.0, 0.0], [0.0, -0.1, 0.0], [0.1, -0.1, -0.1], [0.0, 0.0, 0.0], [0.0, 0.0, 0.0], [0.0, 0.0, 0.0], [0.0, -0.1, 0.0], [-0.2, 0.0, 0.3], [0.2, 0.1, 0.0], [0.0, 0.1, -0.2], [0.0, 0.0, 0.0], [0.0, 0.0, 0.0], [0.0, 0.0, 0.0], [0.0, 0.0, 0.0], [0.0, 0.0, 0.0], [0.0, 0.0, 0.0], [0.0, 0.0, 0.0], [0.0, 0.0, 0.0], [0.2, 0.0, 0.0], [-0.5, 0.7, -0.1], [0.2, -0.4, -0.4], [0.2, -0.1, 0.4], [-0.1, -0.3, 0.0], [0.1, 0.0, 0.0], [0.0, 0.0, 0.1], [0.0, 0.0, 0.0], [0.1, -0.2, -0.1], [0.0, 0.1, -0.1], [0.0, 0.1, 0.0], [0.0, 0.0, 0.0], [0.1, 0.0, 0.0], [0.0, 0.0, 0.0], [0.0, 0.1, -0.1], [0.0, 0.0, 0.0], [0.0, 0.0, 0.0], [0.0, 0.0, 0.0], [0.0, 0.1, 0.0], [0.0, 0.0, 0.0], [0.0, 0.0, 0.0], [0.0, 0.0, 0.0], [0.0, 0.0, 0.0], [0.0, 0.0, 0.0], [0.0, 0.0, 0.0], [0.0, -0.1, 0.0], [0.0, 0.0, 0.0], [0.0, 0.0, 0.0], [0.0, 0.0, 0.0], [0.0, 0.0, 0.0], [0.0, 0.0, 0.0], [0.0, 0.0, 0.0], [0.0, 0.0, 0.0], [0.0, 0.1, 0.0], [0.0, 0.0, 0.0], [0.0, -0.1, 0.1]],
  "mulliken_charge": [-0.460, -0.052, 0.174, -0.400, -0.596, -1.064, -0.348, 0.485, 1.181, -0.674, -0.747, -0.671, 0.650, -1.382, 0.262, 0.110, 0.369, 0.355, 0.358, 0.452, 0.497, 0.359, 0.383, 0.391, -0.627, 0.323, -0.449, -0.454, -0.669, -1.423, 0.657, -1.431, 0.790, 1.716, -1.663, -1.983, 2.168, -1.749, -1.467, 0.469, 0.194, 0.232, 0.348, 0.188, 0.479, 0.258, -0.600, 0.334, 0.456, 0.221, 0.581, 0.332, 0.333, -1.091, 0.223, 0.355, 0.538, 0.341, 0.450, -0.013],
  "relative_energy_ev": 0.000,
  "charge": -2,
  "homo_energy_ha": -0.042
}



Number 1 is which compound? C33H35F5MoN4P2S



What is the formula in the second record? C11H22BBrClO2